88
Properties=species:S:1:pos:R:3:mulliken_spin:R:1 method="wB97M-V/def2-TZVPD" charge=0 multiplicity=2 relative_energy_ev=0.141 homo_lumo_gap_ev="7.3 / 6.6"
Au -1.516 -0.853 -0.414 0.519
O -0.974 -1.070 1.735 0.119
N -1.163 -2.309 2.175 -0.025
C -1.397 -2.451 3.498 0.004
C -1.514 -3.687 4.071 0.000
C -1.402 -4.814 3.255 0.008
C -1.200 -4.650 1.906 -0.013
C -1.087 -3.375 1.337 0.004
S -0.875 -3.151 -0.361 0.166
H -1.459 -1.515 4.032 0.003
H -1.692 -3.763 5.133 0.000
H -1.485 -5.807 3.674 0.000
H -1.133 -5.497 1.239 0.000
C -1.894 -0.339 -5.348 -0.005
C -0.755 -0.886 -4.778 0.008
C -0.719 -1.063 -3.408 -0.005
N -1.743 -0.717 -2.625 0.107
C -2.843 -0.194 -3.167 -0.009
C -2.958 0.008 -4.530 0.008
H -1.952 -0.185 -6.417 0.000
H 0.099 -1.168 -5.378 0.001
H 0.146 -1.482 -2.908 0.003
H -3.639 0.054 -2.477 0.004
H -3.867 0.432 -4.933 0.000
C 3.084 -2.583 -1.874 0.001
C 3.480 -2.255 -0.432 -0.001
C 4.997 -2.154 -0.326 0.000
C 3.006 -3.409 0.452 -0.005
Sb 2.245 -0.467 0.065 0.001
C 2.907 0.178 2.073 0.000
C 2.095 1.425 2.433 0.000
C 2.486 -0.926 3.043 -0.004
C 4.398 0.460 2.211 0.001
C 3.056 1.086 -1.314 0.000
C 2.127 1.030 -2.529 0.000
C 4.501 0.904 -1.762 0.000
C 2.908 2.460 -0.665 0.000
H 3.618 -3.480 -2.211 0.000
H 3.333 -1.777 -2.568 0.000
H 2.013 -2.791 -1.949 0.000
H 5.439 -3.125 -0.587 0.000
H 5.322 -1.916 0.687 0.000
H 5.422 -1.414 -1.003 0.000
H 3.420 -4.350 0.070 0.000
H 1.917 -3.504 0.456 0.003
H 3.352 -3.305 1.480 0.000
H 1.035 1.301 2.200 0.001
H 2.451 2.319 1.924 0.000
H 2.182 1.606 3.512 0.000
H 1.401 -1.060 3.030 0.002
H 2.778 -0.644 4.062 0.000
H 2.950 -1.887 2.826 0.000
H 4.765 1.142 1.442 0.000
H 4.988 -0.455 2.163 0.000
H 4.600 0.925 3.185 0.000
H 2.197 0.073 -3.054 0.001
H 2.406 1.815 -3.243 0.000
H 1.087 1.194 -2.239 -0.002
H 4.631 0.017 -2.385 0.000
H 5.192 0.838 -0.920 0.000
H 4.803 1.769 -2.366 0.000
H 1.906 2.624 -0.267 0.000
H 3.089 3.231 -1.424 0.000
H 3.641 2.610 0.129 0.000
C -3.273 2.243 2.839 -0.001
C -4.528 2.388 1.986 0.000
C -4.291 2.507 0.457 -0.002
C -5.638 2.731 -0.239 0.001
C -5.544 2.750 -1.760 0.000
C -3.402 3.714 0.226 -0.001
O -3.810 4.853 0.280 0.000
N -2.077 3.447 -0.001 0.003
C -1.492 2.190 -0.156 -0.002
O -0.285 2.110 -0.293 0.005
N -2.318 1.107 -0.175 0.088
C -3.664 1.189 0.012 0.011
O -4.373 0.200 -0.115 0.003
H -3.553 2.082 3.880 0.000
H -2.652 3.139 2.802 0.000
H -2.663 1.393 2.525 0.001
H -5.088 3.276 2.289 0.000
H -5.177 1.522 2.127 0.000
H -6.027 3.686 0.118 0.000
H -6.318 1.943 0.085 0.000
H -4.803 3.476 -2.103 0.000
H -6.501 3.028 -2.201 0.000
H -5.277 1.765 -2.144 0.000
H -1.450 4.235 -0.074 0.000